1.
C58H127F6N11O16PV as an isolated structure in a non-equilibrium geometry, computed with ωB97M-V with the def2-TZVPD basis set.

Structure (XYZ):
```
220
Properties=species:S:1:pos:R:3
O 24.91 -16.02 5.72
V 23.76 -16.36 4.73
O 23.29 -15.08 3.98
P 19.90 -17.62 3.24
F 20.76 -16.44 4.10
F 21.40 -17.98 2.75
F 19.79 -18.62 4.47
F 19.14 -18.80 2.33
F 18.42 -16.90 3.51
F 19.98 -16.78 1.81
C 18.85 -12.41 0.35
C 19.63 -13.76 0.02
C 20.27 -13.86 -1.40
C 19.44 -13.24 -2.49
N 18.88 -12.76 -3.39
H 19.45 -11.57 0.70
H 18.17 -12.68 1.16
H 18.32 -12.17 -0.56
H 18.89 -14.53 0.22
H 20.29 -14.07 0.83
H 20.46 -14.88 -1.73
H 21.28 -13.47 -1.31
C 25.59 -18.72 2.55
O 24.84 -18.33 3.66
C 24.08 -19.45 4.18
C 23.78 -19.20 5.76
N 22.85 -18.12 5.91
C 22.76 -17.71 7.26
C 21.85 -16.50 7.44
O 22.34 -15.44 6.75
C 21.98 -14.15 7.20
H 26.34 -17.96 2.34
H 25.03 -18.45 1.65
H 26.17 -19.64 2.56
H 24.58 -20.41 4.10
H 23.14 -19.44 3.62
H 24.68 -19.15 6.38
H 23.27 -20.06 6.20
H 21.95 -18.53 5.69
H 23.74 -17.52 7.71
H 22.34 -18.53 7.85
H 21.89 -16.41 8.53
H 20.84 -16.85 7.23
H 22.07 -13.56 6.29
H 22.57 -13.79 8.04
H 20.92 -13.99 7.40
C 16.94 -18.04 0.31
O 16.72 -17.65 -1.01
C 17.69 -16.87 -1.66
C 18.04 -17.56 -2.94
N 18.97 -18.56 -2.53
C 19.75 -18.99 -3.67
C 18.98 -19.71 -4.82
O 18.18 -18.98 -5.81
C 19.00 -18.35 -6.74
H 16.23 -18.70 0.81
H 17.06 -17.28 1.08
H 17.89 -18.56 0.42
H 18.53 -16.45 -1.10
H 17.13 -15.98 -1.94
H 18.50 -16.81 -3.58
H 17.28 -17.93 -3.62
H 18.45 -19.40 -2.33
H 20.38 -19.80 -3.33
H 20.57 -18.38 -4.03
H 18.47 -20.54 -4.32
H 19.80 -20.19 -5.36
H 18.72 -17.29 -6.76
H 18.75 -18.81 -7.69
H 20.08 -18.35 -6.61
C 18.50 -21.18 -0.80
O 17.61 -20.86 -1.84
C 16.23 -21.17 -1.54
C 15.33 -20.50 -2.62
N 14.90 -21.45 -3.67
C 15.96 -21.83 -4.57
C 15.29 -22.64 -5.73
O 16.50 -23.11 -6.49
C 17.03 -22.18 -7.41
H 19.46 -20.82 -1.17
H 18.48 -22.22 -0.46
H 18.46 -20.67 0.16
H 15.97 -20.69 -0.59
H 16.12 -22.24 -1.35
H 15.81 -19.68 -3.15
H 14.45 -20.09 -2.12
H 14.61 -22.34 -3.29
H 16.71 -22.48 -4.15
H 16.43 -20.89 -4.85
H 14.47 -22.10 -6.20
H 15.01 -23.53 -5.18
H 17.51 -22.66 -8.27
H 17.83 -21.63 -6.93
H 16.27 -21.46 -7.73
C 18.20 -18.06 14.25
O 17.67 -19.19 13.57
C 17.76 -18.91 12.21
C 16.75 -17.99 11.62
N 17.09 -17.59 10.24
C 16.04 -16.70 9.63
C 16.65 -16.48 8.20
O 16.38 -17.63 7.41
C 16.69 -17.42 6.00
H 19.27 -17.99 14.05
H 18.15 -18.18 15.33
H 17.80 -17.08 13.98
H 17.73 -19.84 11.64
H 18.77 -18.57 11.99
H 16.60 -17.06 12.17
H 15.75 -18.43 11.61
H 17.01 -18.36 9.60
H 16.00 -15.77 10.19
H 15.09 -17.22 9.51
H 17.69 -16.16 8.16
H 15.94 -15.75 7.82
H 16.38 -18.30 5.43
H 17.77 -17.31 5.96
H 16.35 -16.48 5.56
C 12.05 -14.95 7.48
O 12.25 -15.17 6.08
C 13.57 -15.56 5.80
C 13.79 -15.88 4.30
N 13.34 -17.21 4.05
C 13.87 -17.56 2.72
C 13.13 -18.89 2.36
O 11.69 -18.70 2.60
C 10.84 -19.76 2.13
H 11.01 -14.66 7.67
H 12.56 -14.06 7.82
H 12.14 -15.81 8.15
H 13.94 -16.38 6.41
H 14.24 -14.72 5.98
H 14.81 -15.63 4.05
H 13.30 -15.01 3.86
H 12.38 -17.28 3.78
H 14.96 -17.66 2.63
H 13.44 -16.86 2.01
H 13.50 -19.69 3.01
H 13.33 -19.10 1.31
H 10.20 -20.24 2.87
H 11.41 -20.55 1.64
H 10.15 -19.31 1.42
C 21.84 -20.59 0.75
O 21.73 -21.86 1.33
C 21.33 -21.88 2.65
C 20.37 -23.10 2.93
N 20.94 -24.35 3.27
C 21.75 -24.85 2.14
C 20.84 -25.28 0.94
O 19.85 -26.28 1.25
C 19.31 -26.89 0.09
H 22.23 -20.86 -0.24
H 22.50 -19.84 1.18
H 20.88 -20.09 0.65
H 20.72 -20.99 2.78
H 22.10 -21.93 3.41
H 19.65 -23.10 2.11
H 19.62 -22.86 3.68
H 20.21 -24.99 3.53
H 22.50 -25.57 2.49
H 22.40 -24.09 1.71
H 21.46 -25.64 0.13
H 20.42 -24.41 0.44
H 19.96 -27.70 -0.24
H 19.03 -26.24 -0.74
H 18.37 -27.30 0.47
C 17.37 -23.28 6.13
O 17.65 -22.24 5.19
C 16.43 -21.73 4.72
C 16.47 -21.13 3.28
N 15.90 -22.02 2.22
C 16.66 -23.22 2.05
C 15.79 -24.35 1.42
O 16.00 -24.51 -0.08
C 15.37 -25.71 -0.48
H 16.86 -24.14 5.70
H 16.91 -22.96 7.06
H 18.34 -23.68 6.42
H 16.27 -20.99 5.51
H 15.58 -22.40 4.78
H 17.45 -20.87 2.86
H 16.10 -20.10 3.29
H 15.86 -21.51 1.35
H 17.17 -23.47 2.98
H 17.62 -23.12 1.54
H 14.78 -24.12 1.76
H 16.20 -25.23 1.92
H 14.28 -25.72 -0.44
H 15.83 -26.56 0.03
H 15.54 -25.71 -1.55
N 19.65 -20.75 6.58
C 20.56 -21.68 6.98
C 21.10 -21.23 8.18
C 20.34 -20.15 8.54
C 19.55 -19.77 7.50
H 19.03 -20.88 5.79
H 20.75 -22.56 6.39
H 21.84 -21.76 8.77
H 20.42 -19.72 9.53
H 18.82 -18.98 7.41
N 14.76 -13.48 0.43
C 13.98 -12.49 0.90
C 14.35 -12.20 2.20
C 15.46 -13.09 2.46
C 15.54 -14.01 1.45
H 14.74 -13.97 -0.45
H 13.32 -11.95 0.24
H 13.96 -11.43 2.85
H 16.22 -13.12 3.23
H 16.14 -14.90 1.36
N 19.67 -12.05 3.78
C 20.76 -11.52 3.15
C 20.59 -10.16 2.80
C 19.28 -9.88 3.13
C 18.71 -11.06 3.74
H 19.57 -12.89 4.33
H 21.65 -12.12 3.06
H 21.33 -9.48 2.39
H 18.78 -8.96 2.87
H 17.72 -11.26 4.12
```

## Properties
Frontier orbital gap: 5.84 eV
Charge: 0

2.
One molecule with the formula C4H10OS2 in a non-equilibrium geometry, computed with ωB97M-V with the def2-TZVPD basis set.

Structure (XYZ):
```
17
Properties=species:S:1:pos:R:3
C 0.13 1.09 -0.69
C 1.36 1.15 -1.56
O 2.26 2.09 -0.99
C 0.37 0.56 0.70
S 0.46 -1.27 0.83
S -1.29 -1.96 -0.04
C -2.25 -2.36 1.47
H -0.64 0.55 -1.23
H -0.28 2.10 -0.58
H 1.04 1.43 -2.56
H 1.83 0.16 -1.55
H 3.08 2.07 -1.50
H 1.41 0.72 0.98
H -0.31 0.96 1.45
H -2.23 -1.49 2.12
H -1.71 -3.15 1.96
H -3.25 -2.66 1.18
```

## Properties
Frontier orbital gap: 9.48 eV
SMILES string: CSSCCCO
Charge: 0

3.
One molecule with the formula C23H24N4O7 in a non-equilibrium geometry, computed with ωB97M-V with the def2-TZVPD basis set.

Structure (XYZ):
```
58
Properties=species:S:1:pos:R:3
C 3.88 -6.10 -0.55
C 3.07 -6.08 -1.84
H 3.73 -6.04 -2.71
H 2.43 -6.96 -1.90
O 2.26 -4.90 -1.93
C 1.07 -4.94 -1.32
O 0.67 -5.90 -0.70
C 0.31 -3.68 -1.48
C -0.87 -3.52 -0.75
C -1.58 -2.35 -0.83
C -1.12 -1.30 -1.63
C 0.03 -1.48 -2.40
C 0.74 -2.66 -2.31
H 1.64 -2.79 -2.90
H 0.36 -0.68 -3.04
N -1.82 -0.10 -1.63
C -1.35 1.13 -1.88
O -0.26 1.44 -2.33
C -2.39 2.19 -1.50
O -3.53 1.89 -1.19
N -1.90 3.43 -1.60
H -0.90 3.49 -1.77
C -2.58 4.57 -1.03
C -2.29 4.68 0.44
C -2.77 5.52 1.41
C -2.18 5.10 2.61
C -1.38 4.02 2.30
C -0.59 3.22 3.17
C 0.12 2.10 2.88
C 0.87 1.50 3.90
N 1.50 1.00 4.73
C 0.15 1.38 1.56
O -0.80 1.31 0.80
N 1.34 0.80 1.30
H 2.07 0.74 2.00
C 1.53 0.01 0.10
C 3.00 -0.35 -0.08
O 3.51 -1.15 0.97
C 3.09 -2.49 0.94
H 3.26 -2.94 -0.05
H 2.03 -2.60 1.19
H 3.69 -3.01 1.69
H 3.12 -0.86 -1.04
H 3.61 0.55 -0.07
H 1.18 0.58 -0.76
H 0.92 -0.91 0.16
H -0.56 3.58 4.19
O -1.45 3.79 0.97
H -2.33 5.52 3.59
H -3.47 6.33 1.27
H -3.66 4.41 -1.17
H -2.29 5.48 -1.56
H -2.73 -0.09 -1.16
H -2.49 -2.22 -0.25
H -1.20 -4.34 -0.12
H 4.51 -5.22 -0.48
H 4.50 -6.99 -0.53
H 3.21 -6.13 0.31
```

## Properties
Frontier orbital gap: 7.99 eV
SMILES string: CCOC(=O)c1ccc(NC(=O)C(=O)NCc2ccc(/C=C(/C#N)C(=O)NCCOC)o2)cc1
Charge: 0

4.
A 2-piece molecular cluster, C2H7FN2S overall in a non-equilibrium geometry, computed with ωB97M-V with the def2-TZVPD basis set.

Structure (XYZ):
```
13
Properties=species:S:1:pos:R:3
C -0.91 -0.97 1.34
C -0.49 1.91 -1.53
N 1.69 -0.05 -0.41
N -0.83 0.05 0.45
F 2.55 -2.53 0.44
S 0.33 0.39 -0.54
H -0.28 -1.91 1.27
H -1.94 -1.44 1.37
H -0.70 -0.55 2.29
H 0.21 2.67 -1.89
H -1.12 1.68 -2.39
H -1.05 2.29 -0.64
H 2.56 -1.54 0.24
```

## Properties
Frontier orbital gap: 8.77 eV
SMILES string: C/N=S(/C)#N.F
Charge: 0

5.
One molecule with the formula CHCl2OPS in a non-equilibrium geometry, computed with ωB97M-V with the def2-TZVPD basis set.

Structure (XYZ):
```
7
Properties=species:S:1:pos:R:3
C -0.91 0.07 -0.73
O 0.35 1.46 1.31
P 0.59 0.32 0.42
S 2.55 0.28 -0.37
Cl -1.14 -1.42 -1.34
Cl 0.18 -1.43 1.39
H -1.61 0.74 -0.68
```

## Properties
Frontier orbital gap (spin up / spin down): 9.50 / 5.43 eV
Charge: 0